Density functional theory data (the ωB97M-V functional and the def2-TZVPD basis) for a cluster of 7 separate species, C40H98BrN6O3 in total.

Each line ends with the Löwdin charge.
Element x y z (Å)
Br1 0.60877 -0.47875 -0.37877  -0.1363
O1 6.07736 1.35045 -2.82397  -0.0488
O2 -0.75530 -3.59271 -0.88929  -0.1121
O3 0.46706 -4.55819 1.45113  -0.0438
N1 -5.24725 -0.91655 4.13640  -0.2295
N2 5.24352 -1.07655 -1.09816  -0.2884
N3 2.16603 -2.06018 3.64117  -0.2917
N4 -2.17573 2.04650 -3.47514  -0.2331
N5 0.52226 -4.66080 -3.77787  -0.2998
N6 0.54951 3.51455 1.88585  -0.1841
C1 6.68757 -1.63286 -1.43497  0.0765
C2 -6.41636 -0.39358 3.18908  -0.0529
C3 3.18948 3.48583 -2.53626  -0.0771
C4 -0.66990 1.66677 -3.71670  0.0468
C5 -3.00226 1.12552 -4.40330  -0.0307
C6 1.21644 -4.13990 -5.11202  0.0307
C7 -3.26554 -0.18523 -3.57274  -0.1415
C8 3.39251 -1.82614 2.75580  -0.0172
C9 1.68441 -0.63710 4.05996  0.0346
C10 -5.67017 -2.32151 4.62369  0.0391
C11 -5.65308 1.45284 4.60518  -0.1679
C12 1.01294 3.86374 3.31573  -0.0608
C13 -1.99933 4.48822 -2.47974  -0.2466
C14 -2.39731 3.56807 -3.69083  -0.0614
C15 1.18270 5.40458 3.37967  -0.1227
C16 -5.37314 0.08483 5.27684  -0.0576
C17 1.50170 3.32215 -0.51271  -0.1844
C18 1.63831 -4.90905 -2.78172  0.0074
C19 0.01425 4.89847 1.53208  -0.1629
C20 -0.46066 -3.51722 -3.33659  -0.0766
C21 -0.34204 -5.98835 -4.20084  0.1097
C22 1.08167 5.75532 1.94225  -0.1893
C23 2.56896 -2.85597 4.97713  0.0731
C24 1.61831 2.95519 0.92717  -0.1514
C25 -6.57779 1.10512 3.50622  -0.1728
C26 5.36618 -0.07353 0.01232  0.0273
C27 5.27743 0.25932 -3.32721  -0.2245
C28 -3.86891 -1.86466 2.09830  -0.1655
C29 1.41705 -4.19175 2.36363  -0.2722
C30 1.04796 -2.81818 2.86967  -0.0841
C31 -3.93593 -0.90048 3.33498  -0.1002
C32 -2.63575 1.64388 -2.10409  -0.0976
C33 -2.98231 0.07595 -2.15473  -0.1579
C34 2.81796 2.83842 -1.19583  -0.2413
C35 -1.35894 -3.76469 -2.12199  -0.2475
C36 -1.95541 5.89242 -2.94792  -0.0938
C37 -2.76927 -1.27044 1.09848  -0.0932
C38 -0.71385 2.57226 1.84223  0.0369
C39 4.49845 -0.52602 -2.33377  -0.1057
C40 4.39200 -2.26637 -0.64285  -0.0257
H1 -6.18070 -0.22141 5.94178  0.1543
H2 0.71064 -2.13041 2.09423  0.0672
H3 3.31221 -2.16951 -0.52988  0.0570
H4 -7.60921 1.31912 3.78637  0.1316
H5 0.36518 5.88648 3.91591  0.1368
H6 -0.84312 -6.17502 -3.25102  0.0868
H7 2.58005 3.13240 -3.36800  0.0726
H8 0.78243 6.79792 1.83473  0.1549
H9 -0.41672 0.60724 -3.67930  0.0918
H10 0.24402 -3.00767 3.58091  0.1384
H11 -0.87309 5.08455 2.13716  0.1525
H12 -3.74718 0.14463 3.08952  0.1229
H13 3.78301 2.92575 -0.69667  0.1192
H14 -2.22074 -3.10009 -2.06114  0.1174
H15 -6.67091 -2.41624 5.04516  0.1195
H16 2.60048 -0.09328 4.29053  0.1025
H17 -0.12509 2.03678 -2.84816  0.0667
H18 4.61153 0.64019 -4.10155  0.1386
H19 6.23671 0.55712 -0.16821  0.1207
H20 -3.38525 -2.77053 2.46380  0.1044
H21 5.54391 -0.68369 0.89788  0.0955
H22 -1.81024 3.84600 -4.56616  0.1391
H23 7.17631 -0.78496 -1.91488  0.1043
H24 6.73531 -2.58202 -1.96873  0.1178
H25 -1.82980 1.93750 -1.43154  0.0902
H26 0.37841 3.63518 4.17203  0.1391
H27 2.56214 3.36461 1.28728  0.1286
H28 -2.77750 6.16704 -3.60886  0.0971
H29 -3.18642 -1.20433 4.06573  0.1292
H30 -3.88493 1.71113 -4.66033  0.1363
H31 2.95678 -2.13054 5.69230  0.1084
H32 4.39870 0.42786 0.03880  0.0926
H33 1.35140 -0.16963 3.13331  0.0748
H34 -1.41622 2.74409 2.65787  0.1008
H35 3.24210 4.56161 -2.36885  0.0923
H36 1.72288 -3.40233 5.39393  0.1081
H37 -7.34053 -0.95979 3.30496  0.1357
H38 1.93998 -3.93201 -2.40423  0.0879
H39 1.99699 3.39634 3.28024  0.1218
H40 2.16388 5.61446 3.80550  0.1393
H41 -0.67344 -2.67061 -0.63507  -0.0616
H42 -4.90449 2.14099 4.21254  0.1107
H43 1.71820 1.87341 1.01589  0.0675
H44 -4.98621 -2.59788 5.42614  0.1089
H45 -2.38475 1.02342 -5.29569  0.1322
H46 -0.27262 4.99972 0.48539  0.1304
H47 3.10480 -1.19504 1.91495  0.0731
H48 -1.92560 -0.91358 1.68922  0.0447
H49 -2.45412 -1.96186 0.31699  0.0487
H50 2.37059 -4.23275 1.83715  0.1156
H51 1.51310 4.40289 -0.65406  0.1147
H52 -0.98112 -3.27468 -4.26309  0.1257
H53 -1.90398 -4.70828 -2.14737  0.1277
H54 4.31220 -2.97522 -1.46702  0.0933
H55 -3.44898 2.22617 -1.67084  0.1356
H56 3.30630 -3.62139 4.73516  0.1077
H57 3.80889 -2.80324 2.51081  0.0918
H58 3.62535 0.01861 -1.97438  0.0940
H59 1.87701 -4.88479 -5.55572  0.1155
H60 1.71179 -3.21188 -4.82652  0.0905
H61 -6.15842 2.19530 5.22282  0.1334
H62 4.17703 -1.28291 3.28261  0.1112
H63 -0.31405 2.03707 -4.67814  0.1138
H64 7.16731 -1.84932 -0.48046  0.1114
H65 4.82951 -2.71176 0.25063  0.1010
H66 -1.27899 2.79554 0.93732  0.0845
H67 2.41300 -5.58801 -3.13802  0.1163
H68 4.19214 3.16223 -2.81561  0.0564
H69 1.40289 -4.98485 3.11121  0.1400
H70 0.43661 -3.81310 -5.79990  0.0990
H71 -0.33788 1.54931 1.82473  0.0449
H72 0.64052 -5.42587 1.07876  0.1126
H73 -2.74646 -1.08526 -3.90228  0.1034
H74 -0.96362 -5.64730 -5.02874  0.1107
H75 4.18909 -1.38685 -2.92653  0.1325
H76 6.09140 1.97311 -3.55451  0.0985
H77 0.20482 -2.70708 -3.03840  0.1062
H78 -4.30458 -0.48389 -3.71161  0.1299
H79 1.98235 5.57828 1.35443  0.1342
H80 1.14510 -5.43509 -1.96432  0.0990
H81 0.53162 2.99012 -0.88257  0.0789
H82 -1.10499 6.14161 -3.58259  0.0946
H83 2.65559 1.79094 -1.44986  0.0486
H84 -2.12933 -0.47889 -1.76400  0.0497
H85 -4.74262 -2.13882 1.50707  0.1127
H86 -4.36804 0.11563 5.69748  0.1332
H87 1.01606 -0.83665 4.89757  0.1150
H88 -5.50562 -3.04351 3.82385  0.1006
H89 5.94860 -0.42871 -3.84126  0.1269
H90 -2.71316 4.40875 -1.65985  0.1051
H91 0.39786 -6.76207 -4.40579  0.1110
H92 -1.14748 4.09806 -1.92276  0.0745
H93 -3.46897 3.67142 -3.86097  0.1407
H94 -6.19875 -0.57608 2.13673  0.1142
H95 -6.42520 1.77725 2.66179  0.1213
H96 -2.08687 6.61965 -2.14670  0.0923
H97 -3.13607 -0.44649 0.48638  0.0439
H98 -3.79531 0.02603 -1.43040  0.1058

Forces on atoms 1 to 2 (eV/Å):
0.151 0.042 0.041
-1.121 -0.854 0.234

Properties
* molar mass: 791.2 g mol⁻¹
* HOMO energy: -0.71223 hartree
* total charge: +5